1.
{"formula": "C27H34N4O5S", "method": "wB97M-V/def2-TZVPD", "elements": ["S", "O", "O", "O", "O", "O", "N", "N", "N", "N", "C", "C", "C", "C", "C", "C", "C", "C", "C", "C", "C", "C", "C", "C", "C", "C", "C", "C", "C", "C", "C", "C", "C", "C", "C", "C", "C", "H", "H", "H", "H", "H", "H", "H", "H", "H", "H", "H", "H", "H", "H", "H", "H", "H", "H", "H", "H", "H", "H", "H", "H", "H", "H", "H", "H", "H", "H", "H", "H", "H", "H"], "positions_angstrom": [[-0.8773, -4.7498, -0.5443], [-1.2754, 5.1673, 1.0614], [2.0492, -6.6507, 1.5188], [2.1874, -1.1503, 1.0534], [-1.0703, 3.2724, 0.0661], [-0.8218, 1.0543, 1.8339], [0.6801, 0.7379, 0.1532], [0.3030, -0.5845, -0.0687], [-1.2513, -2.0961, -0.9006], [-0.7001, 4.1264, 0.8462], [2.2305, 2.3520, 2.2655], [0.5368, 3.8829, 1.5403], [-1.6670, 0.2615, -1.2501], [0.9670, -6.5872, 0.6231], [-2.4572, 3.1685, -3.0481], [3.7117, -5.8537, -0.0976], [0.5600, -5.1797, 0.3436], [-3.5920, 4.1819, -2.9008], [1.2573, 4.9535, 2.0518], [-2.2978, 6.8682, -3.8856], [-3.2190, 5.3823, -2.0301], [-2.0353, 6.2056, -2.5385], [-0.4806, -3.0723, -0.3933], [4.1463, -6.0287, 2.3671], [-2.9447, 1.8413, -3.6360], [1.2986, -4.1056, 0.7230], [-2.8471, -0.2064, -2.0954], [0.7106, -2.8797, 0.3009], [-3.6880, 0.9549, -2.6252], [1.0069, 2.5760, 1.6479], [2.5638, -4.2748, 1.4951], [0.1693, 1.3972, 1.2424], [1.1738, -1.5405, 0.5000], [3.1003, -5.7060, 1.3007], [2.4714, 4.7152, 2.6691], [2.9579, 3.4196, 2.7683], [-0.8651, -0.8772, -0.7248], [1.2082, -7.1002, -0.3240], [2.3572, -4.1034, 2.5552], [3.0324, -5.4889, -0.8645], [-3.2001, 7.4745, -3.8405], [2.5988, 1.3408, 2.3610], [-1.1505, 5.5702, -2.6113], [-1.8201, 6.9801, -1.7980], [-1.0085, 0.9122, -1.8306], [3.0408, 5.5396, 3.0688], [-3.9086, 4.5210, -3.8895], [3.9083, 3.2372, 3.2456], [-1.6902, 3.5826, -3.7064], [-2.0055, 2.9987, -2.0707], [3.2993, -3.5353, 1.1775], [4.5714, -7.0112, 2.1831], [-1.4654, 7.5129, -4.1609], [-2.9822, 5.0245, -1.0268], [-2.4223, 6.1245, -4.6685], [0.1547, -7.1421, 1.1037], [4.6338, -5.2819, -0.1546], [-4.4511, 3.6896, -2.4396], [-3.6014, 2.0652, -4.4799], [1.6492, 0.9160, -0.0908], [-4.5771, 0.5323, -3.0969], [-3.4724, -0.8582, -1.4848], [0.8575, 5.9507, 1.9482], [4.9382, -5.2856, 2.3546], [-2.0267, 0.8540, -0.4041], [-2.0932, 1.2864, -4.0366], [3.6766, -6.0371, 3.3465], [-4.0897, 6.0379, -1.9463], [-2.4757, -0.8042, -2.9294], [3.9364, -6.8998, -0.2930], [-4.0226, 1.5616, -1.7829]], "forces_ev_per_a": [[0.3465, 0.2085, 0.2088], [-0.2125, 0.2914, 0.0660], [0.0466, 0.0090, 0.1453], [0.1904, -0.1078, 0.1445], [-0.1624, -0.0050, -0.1578], [0.0138, -0.0991, 0.0783], [0.0778, -0.3790, -0.5604], [0.2223, 0.3085, 0.3358], [-0.5539, 0.2045, -0.2789], [-0.3878, 0.1530, -0.3023], [-0.1144, 0.0787, -0.0742], [1.1542, -0.2789, 0.6001], [-0.2954, 0.0648, -0.2401], [-0.1698, -0.2807, -0.1972], [-0.2312, -0.0184, -0.2446], [-0.2548, -0.0944, 0.2666], [-0.0176, 0.3744, -0.0176], [0.2179, 0.0642, 0.2156], [-0.3382, -0.0825, -0.1683], [0.1598, -0.0911, 0.1934], [0.0731, -0.0431, -0.0762], [-0.2237, 0.0222, 0.0164], [0.7800, -0.0522, 0.4185], [-0.3925, -0.0114, -0.2709], [-0.0035, 0.1336, 0.1414], [-0.1300, -0.3766, -0.0167], [-0.0499, 0.1935, 0.1396], [-0.6027, -0.1829, -0.3128], [0.1631, -0.1633, -0.1918], [-0.1826, 0.2628, 0.0548], [0.0194, -0.3343, 0.0409], [0.0479, -0.1488, 0.1277], [-0.0179, 0.0984, -0.0135], [0.5200, 0.3511, 0.0689], [0.0438, -0.1457, -0.0068], [-0.0104, 0.0843, -0.0023], [-0.0084, -0.0115, -0.1127], [-0.0190, 0.0363, 0.1357], [0.1031, 0.0318, 0.0241], [-0.0314, 0.0286, -0.1307], [-0.1110, 0.0797, -0.0548], [0.0021, -0.1279, -0.0085], [0.0940, 0.0058, 0.0685], [0.0905, -0.0387, 0.0183], [0.0331, 0.0560, 0.0477], [0.0403, 0.0792, 0.0175], [-0.0842, -0.0610, -0.0763], [0.0819, -0.0177, 0.0526], [0.1085, 0.0419, 0.0576], [0.0894, 0.0214, 0.0044], [0.0465, -0.0328, 0.0499], [0.0913, -0.1117, -0.0167], [0.0280, 0.0667, -0.1055], [-0.0646, 0.0011, 0.0560], [-0.0418, -0.0388, -0.1549], [0.0657, 0.0288, -0.1128], [0.0903, 0.0718, -0.0300], [-0.0918, -0.0241, -0.0520], [0.0426, -0.0228, -0.0819], [-0.2282, -0.0944, 0.0860], [-0.0539, 0.0212, 0.0841], [0.0161, -0.0773, -0.0438], [-0.0114, 0.0352, 0.0006], [0.1075, 0.0856, 0.0017], [0.0792, 0.0515, 0.0129], [0.0160, -0.0666, -0.0903], [-0.0332, 0.0346, 0.1279], [-0.0353, 0.0536, 0.0654], [-0.0472, -0.0717, -0.0182], [0.0517, -0.1027, -0.0263], [-0.1422, 0.0614, 0.0743]], "e_tot_ev": -55582.443, "orbital_gap_ev": 7.4, "charge": 0, "relative_energy_kj_mol": 424.8, "smiles": "CCCCCCCCCc1nc2sc3c(c2c(=O)n1NC(=O)c1ccccc1[N+](=O)[O-])CC(C)(C)OC3"}

=====

2.
{"formula": "C27H34N5O", "method": "wB97M-V/def2-TZVPD", "elements": ["O", "N", "N", "N", "N", "N", "C", "C", "C", "C", "C", "C", "C", "C", "C", "C", "C", "C", "C", "C", "C", "C", "C", "C", "C", "C", "C", "C", "C", "C", "C", "C", "C", "H", "H", "H", "H", "H", "H", "H", "H", "H", "H", "H", "H", "H", "H", "H", "H", "H", "H", "H", "H", "H", "H", "H", "H", "H", "H", "H", "H", "H", "H", "H", "H", "H", "H"], "positions_angstrom": [[-2.1272, 2.8351, 3.1735], [4.4962, 1.1876, 5.1765], [3.0949, -0.3731, 4.0668], [2.8423, 1.7133, 3.4895], [2.1420, -0.3128, 3.1431], [-1.2278, 0.7950, 3.6582], [3.5170, 0.9039, 4.2717], [-1.2446, 0.4123, -6.6808], [0.1103, 2.6237, 2.4234], [0.0668, 2.1845, -3.3421], [1.3899, -1.4784, 2.6557], [2.2428, -2.4889, 1.8341], [0.9984, 1.5174, 1.8101], [-2.6053, -1.1735, 3.8244], [-1.1742, 1.6249, -3.0702], [-1.1184, -1.9552, -7.0802], [-4.1925, -1.8346, 2.1976], [0.5359, -0.4859, -8.0233], [-1.7544, -0.8663, -6.4996], [-2.2474, -0.0597, 3.1044], [-0.0970, 0.6026, -7.4386], [-2.8791, 0.1553, 1.8964], [-0.0605, 3.4554, -1.3047], [-1.8571, 1.9744, -1.9128], [-3.8436, -0.7184, 1.4753], [-1.3012, 2.8921, -1.0315], [-1.1594, 2.1018, 3.1023], [-3.5569, -2.0615, 3.3969], [0.6254, 3.0987, -2.4584], [1.8658, -2.2902, 0.3381], [0.0242, -1.7641, -7.8452], [1.7060, -3.9007, 2.2121], [1.9693, 0.9547, 2.7869], [4.2607, 1.4611, 6.1153], [0.3034, 1.5995, -7.5748], [1.5851, 1.9756, 1.0040], [3.4374, -1.2070, 4.5247], [2.0951, -4.1715, 3.2008], [-0.3264, 0.3347, 3.5974], [5.4717, 1.0733, 4.9638], [2.3799, -3.0263, -0.2814], [-2.6050, 1.0142, 1.2908], [1.5939, 3.5342, -2.6698], [-2.6483, -1.0147, -5.9060], [3.3198, -2.3930, 2.0000], [0.5363, -1.1695, 2.0563], [-2.1259, -1.3758, 4.7814], [-1.8379, 3.1687, -0.1303], [-2.8226, 1.5327, -1.6984], [0.3956, 0.7337, 1.3438], [1.0176, -2.0184, 3.5363], [-1.7425, 1.2629, -6.2307], [-0.2123, 3.3181, 1.6495], [-1.6085, 0.9144, -3.7620], [-4.9561, -2.5079, 1.8265], [-4.3379, -0.5577, 0.5214], [0.6759, 3.1870, 3.1746], [0.6195, -3.7914, 2.3081], [0.3726, 4.1742, -0.6179], [0.5168, -2.6125, -8.3030], [2.0381, -1.2589, 0.0130], [-1.5143, -2.9528, -6.9379], [1.4279, -0.3376, -8.6186], [1.9570, -4.6466, 1.4599], [0.7885, -2.4898, 0.2734], [0.5983, 1.9077, -4.2441], [-3.8340, -2.9300, 3.9842]], "forces_ev_per_a": [[0.8818, -0.7200, -0.2676], [0.1839, -0.0506, 0.3484], [0.6442, 0.6820, 0.4546], [-0.3916, 0.5193, -0.2465], [-1.7310, -0.7016, -1.4679], [0.7817, 0.6044, -1.3026], [0.0426, -0.5388, -0.0726], [0.0031, 0.0211, 0.0454], [0.1352, -0.7700, 0.6055], [0.0214, -0.0036, -0.0106], [1.0413, -1.3047, 0.6792], [-1.3704, -0.4731, -1.0272], [0.0153, 0.2300, -0.3076], [0.6827, -0.4868, 1.4623], [-0.0177, -0.0445, 0.0087], [0.0034, -0.0019, 0.0109], [-0.3330, -0.2572, -0.0332], [0.0091, -0.0006, 0.0164], [0.0150, 0.0000, 0.0249], [-0.1510, -0.1112, 0.4570], [0.0153, 0.0022, 0.0117], [0.6845, 0.9524, -0.1593], [0.0218, -0.0667, 0.0651], [0.0299, -0.0232, 0.0240], [-0.6781, -0.1886, -1.2126], [0.0112, -0.0394, 0.1156], [-1.3694, 0.9257, 0.4409], [-0.4931, -0.6369, -0.1679], [0.0255, -0.0199, 0.0180], [0.1373, 0.0884, 0.7958], [0.0107, -0.0048, 0.0082], [0.4231, 1.0165, 0.5674], [1.0248, 0.6072, 0.8437], [-0.0590, 0.1572, -0.1260], [-0.0214, -0.0041, -0.0232], [0.0020, -0.1389, 0.1115], [-0.2530, -0.1460, -0.1966], [-0.0889, -0.3028, -0.2128], [-0.1656, -0.0523, 0.2004], [-0.0807, 0.0086, -0.1389], [0.0531, 0.3282, -0.1186], [-0.1814, -0.0568, 0.0090], [-0.0215, 0.0195, -0.0156], [-0.0068, 0.0005, -0.0255], [-0.1388, 0.0892, 0.0956], [0.0942, 0.3220, 0.2080], [-0.0166, 0.2432, -0.0834], [-0.0356, 0.0512, -0.0389], [-0.0099, 0.0330, -0.0221], [0.0446, 0.1252, 0.0368], [-0.0659, 0.3982, 0.0039], [-0.0039, 0.0055, -0.0352], [-0.0069, -0.0822, 0.1087], [0.0250, -0.0053, 0.0051], [0.0514, 0.0451, 0.0570], [0.0931, 0.1430, 0.0907], [-0.0182, 0.0257, -0.2019], [0.0898, -0.4057, -0.1817], [-0.0203, 0.0458, -0.0461], [-0.0070, 0.0087, 0.0019], [0.1577, -0.2278, -0.2285], [-0.0056, 0.0090, -0.0181], [-0.0119, -0.0030, -0.0010], [-0.0109, -0.0028, 0.1697], [0.1579, 0.0505, -0.2006], [-0.0249, -0.0061, -0.0025], [0.1768, 0.1193, 0.0909]], "e_tot_ev": -38042.218, "orbital_gap_ev": 7.6, "charge": 1, "relative_energy_kj_mol": 0.0}